{
  "formula": "H8O4",
  "method": "ωB97M-V/def2-TZVPD",
  "elements": ["O", "H", "H", "H", "O", "H", "O", "H", "H", "O", "H", "H"],
  "xyz": [[1.0138, 0.9559, -1.6694], [0.9174, 0.9883, -0.7201], [1.7823, 1.4664, -2.0164], [-2.2121, -1.0236, -1.6616], [-1.4660, -1.2097, -1.1757], [-0.7448, -0.8446, -1.7081], [1.4499, 0.8668, 1.0715], [1.7982, 0.5768, 1.8999], [0.5083, 0.9313, 1.1234], [-0.8267, -0.5241, 1.5531], [-1.0327, -0.9145, 2.3934], [-1.1876, -1.2689, 0.9101]],
  "smiles": "O.O.O.O",
  "homo_lumo_gap_ev": 11.726,
  "de_lowest_ev": 1.070,
  "total_charge": 0,
  "largest_force_ha_per_bohr": 0.069,
  "homo_energy_ev": -10.952
}


{
  "formula": "C4H3N3",
  "method": "ωB97M-V/def2-TZVPD",
  "elements": ["C", "C", "C", "C", "H", "H", "H", "N", "N", "N"],
  "xyz": [[-1.0431, -1.0909, -0.6596], [-0.3599, -0.1507, -0.0532], [0.5003, 1.7456, 0.5391], [1.4051, 0.7913, 0.7866], [0.0041, 2.7219, 0.8533], [2.5416, 0.6732, 1.1765], [1.2749, -1.5046, 0.8527], [-1.2484, -2.0402, -1.4561], [-0.6581, 1.1305, 0.1075], [0.9300, -0.4706, 0.4115]],
  "smiles": "N#Cc1ncc[nH]1",
  "homo_lumo_gap_ev": 9.302,
  "de_lowest_ev": 2.955,
  "total_charge": 0,
  "largest_force_ha_per_bohr": 0.288,
  "homo_energy_ev": -9.361
}


{
  "formula": "C27H27Cl5FN7O4Ta",
  "method": "ωB97M-V/def2-TZVPD",
  "elements": ["Ta", "C", "C", "N", "C", "C", "N", "C", "C", "N", "C", "C", "N", "C", "C", "C", "C", "C", "C", "C", "N", "H", "H", "H", "H", "H", "H", "H", "H", "H", "H", "H", "H", "H", "H", "H", "H", "H", "H", "H", "H", "H", "H", "H", "F", "C", "C", "N", "C", "C", "O", "O", "C", "O", "N", "C", "O", "H", "H", "H", "H", "Cl", "C", "C", "C", "Cl", "C", "Cl", "C", "Cl", "C", "Cl"],
  "xyz": [[-0.2402, -1.0230, -0.1292], [-3.9656, 0.4657, -1.9489], [-2.4939, 0.5125, -1.5244], [-2.1298, -0.3559, -0.3706], [-3.2513, -1.0360, 0.3091], [-2.8086, -1.3835, 1.7062], [-1.3952, -1.8616, 1.6670], [-1.1994, -3.3322, 1.8354], [-1.1497, -3.9920, 0.4775], [-0.1225, -3.2837, -0.3402], [1.2745, -3.7371, -0.0468], [2.2848, -2.8802, -0.8321], [1.5876, -1.6761, -1.2855], [1.8617, -1.0573, -2.3700], [3.0397, -1.2802, -3.2447], [0.7716, -0.1139, -2.7090], [0.9236, 1.0044, -3.4459], [-0.0395, 3.5680, -4.2273], [-1.8970, 0.4235, -3.9357], [-1.6029, 0.0851, -2.6390], [-0.4148, -0.4823, -2.1168], [-4.2843, -0.5619, -2.1173], [-4.0535, 0.9939, -2.8947], [-4.6193, 0.9338, -1.2169], [-3.5461, -1.9312, -0.2474], [-4.1340, -0.4092, 0.3727], [-3.4537, -2.1330, 2.1638], [-2.8261, -0.4892, 2.3281], [-0.9022, -1.4295, 2.4440], [-1.9951, -3.7552, 2.4477], [-0.2613, -3.4798, 2.3689], [-2.1062, -3.8988, -0.0386], [-0.9151, -5.0542, 0.5589], [-0.3122, -3.4907, -1.3218], [1.3741, -4.7913, -0.3038], [1.4373, -3.6261, 1.0207], [2.6695, -3.4259, -1.6935], [3.1266, -2.6227, -0.1896], [3.9038, -1.6398, -2.6907], [3.3083, -0.3704, -3.7785], [2.7797, -2.0237, -4.0060], [1.8321, 1.4816, -3.7824], [0.0331, 3.8195, -5.2694], [-1.2496, 0.0155, -4.7184], [4.9785, 2.4123, 5.5719], [3.9477, 1.9725, 4.8958], [4.0679, 1.5234, 3.6443], [2.9302, 1.0584, 2.9763], [2.8363, 0.5687, 1.6061], [1.3765, 0.0763, 1.4979], [0.6298, 0.6470, 0.4988], [1.1869, -1.2435, 1.4509], [1.7408, 1.0536, 3.5548], [0.7715, 0.5979, 2.8228], [1.5792, 1.4908, 4.7919], [2.6540, 2.0069, 5.6070], [2.4452, 2.3857, 6.7097], [5.0079, 1.4926, 3.1134], [3.5223, -0.2605, 1.4458], [3.0240, 1.3727, 0.8957], [0.6606, 1.4785, 5.2224], [-3.4938, 1.9754, 1.1051], [-2.5449, 2.7430, -0.1003], [-2.1311, 2.0374, -1.2435], [-1.4316, 2.8219, -2.1282], [-0.4644, 2.0776, -3.6771], [-1.0447, 4.0996, -1.8988], [0.1935, 4.7627, -3.0136], [-1.4173, 4.7953, -0.7702], [-0.9046, 6.4001, -0.5285], [-2.2148, 4.0914, 0.1380], [-2.7447, 4.8865, 1.5470]],
  "homo_lumo_gap_ev": 5.857,
  "de_lowest_ev": 12.440,
  "total_charge": 3,
  "largest_force_ha_per_bohr": 0.019,
  "homo_energy_ev": -15.378
}


{
  "formula": "C6H11F4N2O6S2",
  "method": "ωB97M-V/def2-TZVPD",
  "elements": ["C", "C", "F", "S", "O", "O", "N", "S", "N", "O", "O", "H", "H", "H", "H", "H", "H", "C", "C", "O", "C", "O", "C", "F", "F", "F", "H", "H", "H", "H", "H"],
  "xyz": [[0.1336, 0.9083, 2.8026], [0.8517, 0.9465, 1.4834], [2.2195, 0.9939, 1.6548], [0.3037, 2.3046, 0.3770], [-0.5517, 1.6473, -0.5870], [1.4988, 2.8923, -0.1874], [-0.5902, 3.3647, 1.1744], [0.1650, 4.5861, 1.8990], [1.5614, 3.9688, 2.5490], [-0.6481, 4.9928, 3.0225], [0.5610, 5.6153, 0.9817], [0.4399, 1.7205, 3.4493], [-0.9388, 0.9685, 2.6434], [0.3586, -0.0325, 3.3043], [0.6311, 0.0427, 0.9190], [1.4851, 3.9282, 3.5509], [2.3782, 4.4586, 2.2251], [0.0800, -1.3206, -3.0190], [-1.2184, -2.0873, -3.0921], [-1.0404, -3.4793, -2.7308], [-1.0016, -3.7573, -1.4424], [-1.1095, -3.0060, -0.5245], [-0.8344, -5.2796, -1.2606], [0.1131, -5.7700, -2.0615], [-1.9825, -5.9026, -1.5520], [-0.5129, -5.5700, -0.0099], [0.8440, -1.8059, -3.6289], [-0.0643, -0.3016, -3.3723], [0.4475, -1.2702, -1.9958], [-1.5962, -2.1171, -4.1116], [-1.9835, -1.6389, -2.4605]],
  "homo_lumo_gap_ev": 8.205,
  "de_lowest_ev": 0.176,
  "total_charge": -1,
  "largest_force_ha_per_bohr": 0.038,
  "homo_energy_ev": -5.622
}


{
  "formula": "C46H61N7O4",
  "method": "ωB97M-V/def2-TZVPD",
  "elements": ["C", "C", "C", "C", "C", "C", "N", "O", "C", "C", "C", "H", "H", "H", "H", "H", "H", "H", "H", "H", "H", "H", "H", "H", "H", "H", "H", "H", "H", "O", "C", "O", "O", "H", "C", "N", "C", "C", "C", "C", "C", "C", "C", "C", "N", "C", "C", "C", "H", "H", "H", "H", "H", "H", "H", "H", "H", "H", "H", "H", "H", "H", "C", "N", "C", "C", "C", "C", "C", "C", "C", "C", "N", "C", "C", "C", "H", "H", "H", "H", "H", "H", "H", "H", "H", "H", "H", "H", "H", "H", "C", "N", "C", "C", "C", "C", "C", "C", "C", "C", "N", "C", "C", "C", "H", "H", "H", "H", "H", "H", "H", "H", "H", "H", "H", "H", "H", "H"],
  "xyz": [[-1.5359, -5.5698, 1.2397], [-0.9579, -4.1848, 1.6359], [0.2373, -4.5070, 2.5794], [1.4988, -4.9461, 1.8174], [1.8838, -3.8112, 0.8854], [0.7561, -3.6061, -0.1566], [-0.5072, -3.4037, 0.4969], [-1.4271, -2.8106, -0.2279], [0.7990, -4.7800, -1.1525], [1.1579, -2.3212, -0.8822], [-1.9440, -3.4368, 2.5174], [-0.8029, -6.3780, 1.2359], [-2.0932, -5.4623, 0.3086], [-2.2207, -5.9647, 1.9960], [0.0003, -5.3115, 3.2798], [0.5343, -3.6755, 3.2263], [1.3412, -5.8853, 1.2885], [2.2861, -5.1406, 2.5505], [2.7446, -4.2089, 0.3406], [2.0633, -2.8964, 1.4488], [0.8187, -5.7674, -0.6936], [1.5679, -4.7055, -1.9209], [-0.1711, -4.8017, -1.6676], [0.4102, -2.2189, -1.6759], [2.1005, -2.3914, -1.4310], [1.2400, -1.4451, -0.2391], [-2.2511, -4.0055, 3.3970], [-2.8559, -3.2222, 1.9575], [-1.5386, -2.5197, 2.9492], [-0.1630, 0.6108, -1.7266], [0.1476, 1.6365, -0.8577], [0.8480, 1.2827, 0.1265], [-0.4282, 2.7297, -1.0128], [0.2150, -0.1386, -1.2455], [8.1573, 1.0260, 8.1512], [7.3834, 1.1070, 6.8918], [6.1683, 1.6723, 6.8248], [5.5663, 1.8687, 5.5999], [6.2398, 1.5268, 4.4269], [7.4807, 0.8865, 4.5469], [7.9942, 0.6196, 5.7912], [5.6069, 1.7531, 3.1053], [4.2635, 1.4205, 2.9056], [3.6163, 1.8192, 1.7632], [4.2872, 2.5349, 0.8335], [5.6132, 2.7418, 0.9448], [6.2946, 2.4460, 2.1014], [3.5678, 2.9482, -0.3932], [7.5626, 1.4833, 8.9406], [9.0858, 1.5678, 8.0141], [8.2177, -0.0164, 8.4574], [5.7305, 1.9871, 7.7605], [4.6998, 2.5167, 5.6180], [8.0125, 0.6425, 3.6377], [8.9500, 0.1286, 5.9050], [3.7627, 0.9642, 3.7482], [2.5579, 1.6794, 1.5386], [6.0995, 3.2234, 0.1088], [7.3066, 2.7944, 2.2493], [2.7541, 3.5959, -0.0804], [3.2390, 2.0272, -0.8650], [4.2477, 3.5237, -1.0143], [-3.2717, -9.2531, -8.5251], [-3.2482, -8.0805, -7.6545], [-4.3818, -7.5629, -7.1417], [-4.3492, -6.4504, -6.3317], [-3.1231, -5.8504, -6.0373], [-1.9531, -6.3702, -6.6030], [-2.0708, -7.5005, -7.3683], [-3.0682, -4.7094, -5.1033], [-2.1363, -4.6436, -4.0727], [-2.0077, -3.4954, -3.3138], [-2.8050, -2.4379, -3.5668], [-3.7997, -2.5053, -4.4808], [-3.9031, -3.5962, -5.3000], [-2.4684, -1.1780, -2.8948], [-4.2624, -9.5162, -8.8947], [-3.1325, -10.1589, -7.9250], [-2.5308, -9.1691, -9.3101], [-5.2948, -8.1278, -7.2666], [-5.2770, -6.1445, -5.8705], [-1.0166, -5.8656, -6.4214], [-1.1922, -7.9784, -7.7810], [-1.3639, -5.3897, -3.9364], [-1.2055, -3.3879, -2.5953], [-4.5080, -1.6939, -4.3970], [-4.6167, -3.5735, -6.1123], [-2.7249, -1.1722, -1.8357], [-2.9973, -0.3898, -3.4229], [-1.3961, -1.0067, -2.9234], [-5.0520, 9.8321, 4.9028], [-4.3277, 9.1587, 3.8019], [-3.7396, 7.9601, 4.0121], [-3.0431, 7.3158, 3.0146], [-3.0613, 7.8875, 1.7432], [-3.6281, 9.1439, 1.5326], [-4.2651, 9.7388, 2.5962], [-2.5865, 7.0876, 0.5819], [-1.3681, 6.4227, 0.5385], [-0.9151, 5.8600, -0.6443], [-1.6926, 5.8492, -1.7371], [-2.8966, 6.4599, -1.7246], [-3.3187, 7.1284, -0.6052], [-1.2740, 5.1919, -3.0050], [-6.1052, 9.5780, 4.7927], [-4.9066, 10.9058, 4.8176], [-4.7368, 9.5631, 5.9071], [-3.9547, 7.5899, 5.0049], [-2.7266, 6.2999, 3.2018], [-3.6501, 9.5701, 0.5414], [-4.7752, 10.6806, 2.4426], [-0.7386, 6.1472, 1.3748], [-0.0319, 5.2381, -0.7181], [-3.4552, 6.4157, -2.6477], [-4.2841, 7.6105, -0.6833], [-1.4973, 5.8812, -3.8195], [-1.8922, 4.3046, -3.0818], [-0.1924, 5.1549, -2.9534]],
  "homo_lumo_gap_ev": 1.268,
  "de_lowest_ev": 0.000,
  "total_charge": 4,
  "largest_force_ha_per_bohr": 0.051,
  "homo_energy_ev": -10.437
}


{
  "formula": "C2H7N2S",
  "method": "ωB97M-V/def2-TZVPD",
  "elements": ["C", "C", "N", "N", "S", "H", "H", "H", "H", "H", "H", "H"],
  "xyz": [[1.5001, -0.9485, 0.1702], [-2.6529, 0.5917, 0.2046], [2.7827, -0.7849, 0.0441], [0.6078, -0.0878, 0.0066], [-2.1500, -1.1128, 0.0489], [1.0031, -1.9300, 0.2136], [-2.3318, 1.3209, -0.6970], [-2.2522, 1.1470, 1.0366], [-3.7575, 0.8058, 0.4933], [3.4330, -1.5147, -0.1105], [2.9705, 0.1326, -0.1902], [0.8205, 0.8460, -0.1830]],
  "homo_lumo_gap_ev": [6.305, 6.818],
  "de_lowest_ev": 4.643,
  "total_charge": 1,
  "largest_force_ha_per_bohr": 0.074,
  "homo_energy_ev": [-14.314, -14.528]
}